{
  "formula": "C44H48N8O3SSiTi",
  "method": "ωB97M-V/def2-TZVPD",
  "species": ["Ti", "N", "C", "C", "C", "C", "C", "C", "S", "O", "O", "N", "C", "N", "C", "C", "C", "N", "H", "H", "H", "H", "H", "H", "H", "H", "H", "C", "C", "C", "C", "C", "C", "Si", "C", "C", "C", "C", "C", "C", "C", "C", "C", "C", "C", "C", "H", "H", "H", "H", "H", "H", "H", "H", "H", "H", "H", "H", "H", "H", "H", "C", "N", "C", "N", "C", "N", "C", "N", "C", "C", "H", "H", "H", "H", "H", "H", "H", "H", "H", "H", "H", "H", "C", "C", "C", "C", "C", "C", "C", "O", "C", "C", "C", "H", "H", "H", "H", "H", "H", "H", "H", "H", "H", "H", "H"],
  "xyz": [[0.04, 0.56, 0.22], [-6.07, 2.20, 5.69], [-5.11, 1.81, 4.78], [-5.49, 1.31, 3.53], [-4.54, 0.90, 2.62], [-3.19, 0.99, 2.96], [-2.79, 1.45, 4.21], [-3.75, 1.86, 5.11], [-2.00, 0.50, 1.80], [-2.55, -0.46, 0.88], [-0.82, 0.06, 2.54], [-1.52, 1.75, 0.88], [-0.54, 2.56, 1.54], [0.72, 2.12, 1.30], [1.71, 2.74, 1.89], [1.48, 3.84, 2.69], [0.17, 4.23, 2.86], [-0.85, 3.59, 2.30], [-6.99, 2.38, 5.36], [-5.77, 2.75, 6.47], [-6.54, 1.24, 3.28], [-4.83, 0.51, 1.66], [-1.74, 1.47, 4.47], [-3.45, 2.21, 6.10], [2.71, 2.35, 1.72], [2.30, 4.37, 3.16], [-0.10, 5.08, 3.49], [0.71, 6.35, -1.91], [-0.26, 5.61, -1.25], [-0.19, 4.22, -1.25], [0.84, 3.53, -1.91], [1.79, 4.30, -2.58], [1.73, 5.69, -2.58], [0.79, 1.59, -2.01], [2.54, 1.16, -2.57], [2.86, 0.27, -3.60], [4.18, -0.07, -3.89], [5.22, 0.48, -3.15], [4.93, 1.37, -2.12], [3.61, 1.69, -1.83], [-0.41, 1.50, -3.47], [-0.03, 1.63, -4.81], [-0.97, 1.68, -5.83], [-2.32, 1.58, -5.54], [-2.73, 1.47, -4.22], [-1.78, 1.43, -3.20], [0.65, 7.44, -1.93], [-1.07, 6.11, -0.73], [-0.98, 3.67, -0.76], [2.60, 3.82, -3.11], [2.48, 6.26, -3.11], [2.07, -0.16, -4.21], [4.39, -0.76, -4.69], [6.25, 0.22, -3.37], [5.73, 1.81, -1.54], [3.40, 2.40, -1.03], [1.03, 1.71, -5.06], [-0.64, 1.79, -6.86], [-3.06, 1.61, -6.34], [-3.79, 1.40, -3.98], [-2.12, 1.35, -2.17], [-0.37, -3.56, -1.61], [-1.00, -4.51, -2.53], [-2.41, -4.13, -2.69], [-2.57, -2.76, -3.19], [-1.90, -1.86, -2.25], [-0.47, -2.17, -2.08], [0.17, -2.10, -3.40], [-0.45, -3.01, -4.38], [-0.35, -4.38, -3.84], [-1.87, -2.66, -4.48], [0.68, -3.82, -1.49], [-0.86, -3.63, -0.63], [-2.91, -4.21, -1.72], [-2.89, -4.82, -3.39], [-2.39, -1.92, -1.28], [-1.98, -0.84, -2.64], [1.23, -2.36, -3.30], [0.08, -1.08, -3.78], [0.71, -4.64, -3.74], [-0.82, -5.07, -4.54], [-2.35, -3.34, -5.19], [-1.96, -1.64, -4.86], [5.31, -1.86, 5.09], [4.19, -1.87, 4.08], [4.29, -1.22, 2.86], [3.26, -1.21, 1.93], [3.48, -0.48, 0.62], [2.05, -1.88, 2.22], [0.93, -1.92, 1.35], [0.74, -1.05, 0.34], [1.93, -2.56, 3.48], [0.63, -3.23, 3.87], [2.99, -2.54, 4.36], [6.19, -1.34, 4.70], [5.61, -2.88, 5.36], [5.01, -1.36, 6.01], [5.22, -0.70, 2.62], [4.53, -0.21, 0.51], [2.90, 0.43, 0.55], [3.19, -1.08, -0.24], [0.15, -2.64, 1.51], [-0.20, -2.52, 3.82], [0.70, -3.62, 4.89], [0.39, -4.07, 3.21], [2.88, -3.05, 5.32]],
  "mulliken_spin": [0.95, 0.00, 0.00, 0.00, 0.00, 0.01, 0.00, 0.00, 0.02, 0.01, -0.01, 0.00, -0.01, -0.09, 0.06, -0.01, 0.02, -0.01, 0.00, 0.00, 0.00, 0.00, 0.00, 0.00, 0.00, 0.00, 0.00, 0.00, 0.00, -0.01, 0.00, 0.00, 0.00, 0.01, 0.04, -0.01, 0.00, 0.00, 0.00, 0.00, -0.01, 0.01, 0.00, 0.00, 0.01, 0.00, 0.00, 0.00, 0.00, 0.00, 0.00, 0.00, 0.00, 0.00, 0.00, 0.00, 0.00, 0.00, 0.00, 0.00, 0.01, 0.01, 0.00, 0.00, 0.00, 0.01, 0.00, 0.00, 0.00, 0.00, 0.00, 0.00, 0.00, 0.00, 0.00, 0.00, 0.00, 0.00, 0.00, 0.00, 0.00, 0.00, 0.00, -0.01, 0.15, -0.10, 0.13, 0.04, 0.02, 0.56, 0.06, 0.10, 0.03, -0.07, 0.00, 0.01, 0.01, 0.00, 0.00, 0.04, 0.00, 0.02, 0.00, 0.00, 0.01, 0.00],
  "multiplicity": 3,
  "homo_ev": [-6.18, -7.57],
  "e_lumo_ha": [-0.0134, -0.0173],
  "gap_ev": [5.818, 7.101],
  "s2": 2.039
}